ORCA calculation (the ωB97M-V functional and the def2-TZVPD basis) on a 3-piece molecular cluster, C12H21N3 overall in a non-equilibrium geometry.

Output
Molar mass: 207.32 g mol⁻¹
Charge: 0
Energy relative to the best compared isomer or geometry (same formula, charge and spin): 76.6 kcal per mole
SMILES string: CCCC#N.CCCC#N.CCCC#N
E_tot: -17251.079 eV
Orbital gap: 10.66 eV
LUMO energy: 0.37 eV
Largest force on an atom: 0.058 Eh/bohr

The geometry in XYZ format:
```
36
Properties=species:S:1:pos:R:3:forces:R:3:lowdin_charge:R:1
C 1.22521 3.71233 3.76567 -0.29 0.49 -0.63 -0.091
C 0.46433 2.46663 3.33649 0.27 -1.59 0.17 -0.249
C -1.05428 2.42436 3.41574 -1.02 1.07 0.98 -0.183
C -1.67069 1.49549 2.51218 0.33 0.62 0.82 -0.151
N -2.19699 0.82537 1.76002 -2.31 -0.14 1.91 0.160
H 1.05462 4.00760 4.80095 -0.06 -0.20 0.01 0.076
H 0.93033 4.55311 3.13778 -0.36 0.14 0.04 0.072
H 2.29929 3.68673 3.58186 0.01 -0.61 0.22 0.073
H 0.69074 1.58061 3.92962 0.65 0.22 0.66 0.111
H 0.74703 2.01961 2.38341 0.22 0.94 -0.54 0.103
H -1.65016 3.33018 3.30387 0.58 0.67 -0.62 0.129
H -1.41128 2.19266 4.41922 0.31 -0.49 0.25 0.126
C 1.81511 -3.04210 -4.01002 -0.99 -0.20 0.42 -0.123
C 2.50383 -3.01333 -2.65245 -0.76 0.66 0.23 -0.211
C 1.48290 -2.58562 -1.48078 1.18 -0.86 -1.04 -0.184
C 0.64380 -3.65041 -0.94762 0.92 0.52 -1.31 -0.257
N 0.05200 -4.54325 -0.57029 -0.99 -1.21 0.70 0.153
H 1.53328 -2.03417 -4.31459 -0.32 -0.03 0.04 0.072
H 0.93960 -3.66491 -3.82640 -0.39 0.09 -0.72 0.074
H 2.37448 -3.46241 -4.84581 0.30 -0.15 0.36 0.073
H 3.22961 -2.21063 -2.78290 0.56 -0.37 0.84 0.098
H 2.91150 -4.01192 -2.49525 0.40 0.35 0.46 0.105
H 0.80742 -1.79533 -1.80829 1.24 -0.90 -0.79 0.032
H 1.94730 -2.23533 -0.55897 0.68 0.42 -0.30 0.123
C -0.75512 -0.70121 -1.29014 0.54 -0.59 1.04 -0.099
C -1.12413 0.43239 -0.32940 1.65 -1.21 -1.32 -0.279
C -2.19292 1.35640 -0.81893 -1.10 0.67 -0.45 -0.211
C -3.56364 0.78876 -0.79147 -0.29 -0.61 0.47 -0.233
N -4.60512 0.28944 -0.76436 0.78 0.51 -0.15 0.134
H 0.14033 -1.17494 -0.88783 -0.94 1.20 0.93 0.013
H -0.42421 -0.45007 -2.29788 -0.43 0.61 -0.17 0.088
H -1.37816 -1.59324 -1.35508 -0.83 0.41 -0.03 0.096
H -0.18306 0.93814 -0.11332 0.12 0.85 -0.62 0.110
H -1.30423 0.13972 0.70502 0.00 -1.30 -1.76 0.031
H -2.08144 1.64561 -1.86393 0.48 0.02 -0.11 0.116
H -2.19727 2.28373 -0.24611 -0.15 -0.02 -0.02 0.105
```
Forces are in eV/Å.